[1]
C9H12N5 | ωB97M-V/def2-TZVPD

Molar mass = 190.23 Da
Kohn-Sham gap = 0.2930 Ha
HOMO = -0.48701 Eh
ΔE to the lowest compared entry with this formula, charge and spin = 277.5 kJ/mol
LUMO energy = -5.28 eV

Structure (ORCA input):
```
! wB97M-V def2-TZVPD RIJCOSX def2/J DEFGRID3
* xyz 1 1
C -2.468 0.714 2.439
C -1.220 0.168 2.666
C -2.685 1.290 1.151
C -0.610 0.544 0.589
C 1.098 1.680 -2.187
C 2.612 0.422 -0.803
C 2.487 1.650 -1.712
C 0.356 0.323 -0.520
C -0.208 -2.683 0.295
N -0.291 0.077 1.766
N -1.716 1.222 0.209
N 0.168 0.996 -1.698
N 1.592 -0.181 -0.290
N -0.372 -1.883 -0.897
H -3.195 0.571 3.176
H -1.069 -0.393 3.577
H -3.649 1.742 0.914
H 0.953 2.441 -3.082
H 3.685 0.014 -0.545
H 3.359 1.504 -2.490
H 2.816 2.473 -1.130
H -0.591 -3.693 0.082
H 0.895 -2.689 0.405
H -0.678 -2.134 1.003
H -1.384 -1.892 -1.255
H 0.115 -2.284 -1.664
*
```



[2]
C9H12N6O6 | ωB97M-V/def2-TZVPD

Molar mass = 300.23 Da
Kohn-Sham gap = 0.2078 Ha
HOMO = -0.28376 Eh
LUMO energy = -2.07 eV

Structure (ORCA input):
```
! wB97M-V def2-TZVPD RIJCOSX def2/J DEFGRID3
* xyz 0 1
O 2.483 1.312 2.670
N 1.581 1.198 1.831
O 1.105 2.218 1.215
C 0.975 -0.092 1.601
C 1.540 -1.224 2.242
C 0.985 -2.499 2.057
N 1.642 -3.642 2.663
O 1.269 -4.802 2.407
O 2.594 -3.397 3.439
C -0.198 -2.626 1.216
N -1.025 -3.692 1.023
O -2.075 -3.197 0.287
N -1.927 -1.811 0.048
O -2.789 -1.178 -0.541
C -0.710 -1.452 0.634
C -0.227 -0.153 0.841
H 2.366 -1.069 2.937
H -0.925 0.678 0.756
C 1.219 0.598 -1.785
N 0.080 1.126 -1.023
N -0.964 1.640 -1.730
C -1.991 2.328 -0.969
C -0.774 2.167 -3.075
H 2.068 1.278 -1.607
H 1.477 -0.414 -1.439
H 0.943 0.554 -2.847
H 0.385 1.726 -0.205
H -2.778 2.560 -1.693
H -2.396 1.679 -0.187
H -1.647 3.278 -0.520
H -1.798 2.245 -3.476
H -0.312 3.178 -3.078
H -0.177 1.486 -3.692
*
```



[3]
C9H12N6OS2 | ωB97M-V/def2-TZVPD

Molar mass = 284.37 Da
Kohn-Sham gap = 0.3335 Ha
HOMO = -0.31670 Eh
ΔE to the lowest compared entry with this formula, charge and spin = 13.7 kJ/mol
LUMO energy = 0.46 eV

Structure (ORCA input):
```
! wB97M-V def2-TZVPD RIJCOSX def2/J DEFGRID3
* xyz 0 1
C -5.988 -0.388 0.775
C -4.587 -0.043 0.430
C -3.811 0.964 0.906
N -2.551 1.047 0.408
C -2.319 0.120 -0.449
N -1.156 -0.086 -1.140
C 0.047 0.562 -1.020
O 0.971 0.243 -1.735
C 0.119 1.630 0.039
S 1.832 2.218 0.184
C 2.519 0.667 0.610
N 2.177 -0.105 1.600
N 2.920 -1.221 1.515
C 3.712 -1.123 0.483
C 4.706 -2.111 0.013
N 3.497 0.073 -0.140
N 4.057 0.501 -1.337
S -3.677 -0.969 -0.734
H -6.365 0.311 1.517
H -6.046 -1.398 1.178
H -6.623 -0.343 -0.109
H -4.116 1.690 1.637
H -1.167 -0.833 -1.825
H -0.200 1.238 1.004
H -0.507 2.482 -0.223
H 5.094 -1.795 -0.951
H 5.522 -2.186 0.729
H 4.242 -3.091 -0.073
H 3.327 0.483 -2.053
H 4.373 1.464 -1.238
*
```



[4]
C9H12NO | ωB97M-V/def2-TZVPD

Molar mass = 150.20 Da
Kohn-Sham gap = 0.3021 Ha
HOMO = -0.47468 Eh
ΔE to the lowest compared entry with this formula, charge and spin = 263.5 kJ/mol
LUMO energy = -4.70 eV

Structure (ORCA input):
```
! wB97M-V def2-TZVPD RIJCOSX def2/J DEFGRID3
* xyz 1 1
C 1.753 -0.434 0.891
N 1.652 -0.421 -0.373
C 2.672 -1.040 -1.128
O 0.804 0.394 -1.085
C -0.314 0.887 -0.442
C -0.575 2.281 -0.634
C -1.727 2.787 -0.137
C -2.799 2.011 0.234
C -2.541 0.696 0.309
C -1.299 0.089 0.054
C -1.072 -1.305 0.454
H 2.374 -1.144 1.474
H 1.199 0.403 1.390
H 3.216 -0.312 -1.718
H 3.271 -1.641 -0.577
H 2.085 -1.648 -1.854
H 0.201 2.984 -1.071
H -1.847 3.808 -0.083
H -3.747 2.470 0.490
H -3.189 -0.028 0.612
H -2.041 -1.946 0.472
H -0.422 -1.934 -0.122
H -0.611 -1.478 1.504
*
```



[5]
C9H12NO | ωB97M-V/def2-TZVPD

Molar mass = 150.20 Da
Kohn-Sham gap = 0.2709 Ha
HOMO = -0.46090 Eh
ΔE to the lowest compared entry with this formula, charge and spin = 240.1 kJ/mol
LUMO energy = -5.17 eV

Structure (ORCA input):
```
! wB97M-V def2-TZVPD RIJCOSX def2/J DEFGRID3
* xyz 1 1
C -1.091 -2.200 1.396
C 0.107 -0.586 -0.277
C -0.414 -3.208 0.819
C 1.015 -1.775 -0.545
C -0.746 -0.842 1.003
C 0.714 -2.974 -0.075
C -0.983 1.930 -1.085
C 1.199 3.012 -0.383
C 0.357 1.744 -0.530
N -1.066 0.039 1.803
O 0.893 0.628 -0.306
H -1.846 -2.238 2.112
H -0.638 -0.600 -1.002
H -0.422 -4.326 1.010
H 1.992 -1.597 -0.869
H 1.250 -3.850 -0.396
H -1.265 1.096 -1.765
H -1.686 1.689 -0.215
H 1.945 2.885 0.452
H 0.678 3.935 -0.066
H 1.820 3.238 -1.229
H -1.110 3.055 -1.456
H -0.704 0.943 1.603
*
```



[6]
C9H12NO2 | ωB97M-V/def2-TZVPD

Molar mass = 166.20 Da
Kohn-Sham gap = 0.3105 Ha
HOMO = -0.42221 Eh
ΔE to the lowest compared entry with this formula, charge and spin = 254.7 kJ/mol
LUMO energy = -3.04 eV

Structure (ORCA input):
```
! wB97M-V def2-TZVPD RIJCOSX def2/J DEFGRID3
* xyz 1 1
C 0.937 -1.748 2.857
C 0.756 -2.882 2.065
C 0.802 -0.379 2.313
C 0.632 -2.832 0.644
C 0.689 -0.425 0.999
C 0.674 -1.494 0.113
C 0.626 0.649 -0.079
C -2.055 1.966 -2.419
C -0.739 1.343 -0.402
N -0.794 1.447 -1.843
O 0.522 -0.868 -1.076
O 1.573 1.468 -0.421
H 1.200 -1.974 3.894
H 0.928 -3.800 2.549
H 0.952 0.539 2.884
H 0.602 -3.707 0.039
H -2.788 1.705 -1.633
H -1.917 2.964 -2.667
H -2.206 1.326 -3.311
H -0.651 2.318 -0.020
H -1.620 0.927 -0.077
H -0.663 0.464 -2.005
H 0.066 1.782 -2.262
H 2.473 1.210 -0.143
*
```



[7]
C9H12NO3 | ωB97M-V/def2-TZVPD

Molar mass = 182.20 Da
Kohn-Sham gap (spin up / spin down) = 0.3141 / 0.3141 Ha
HOMO (spin up / spin down) = -0.47252 / -0.47251 Eh
ΔE to the lowest compared entry with this formula, charge and spin = 863.8 kJ/mol
LUMO energy (spin up / spin down) = -4.31 / -4.31 eV

Structure (ORCA input):
```
! wB97M-V def2-TZVPD RIJCOSX def2/J DEFGRID3
* xyz 1 1
C 2.340 -0.438 0.535
C 1.814 0.124 1.710
C -0.558 0.477 1.131
C 1.744 -0.603 -0.589
C 0.512 0.422 1.990
C -0.312 0.209 -0.203
C 2.014 -1.339 -1.847
C -1.710 1.593 -1.521
C -2.274 -0.718 -1.211
N 0.125 0.515 3.444
O 0.916 0.136 4.252
O -0.930 1.051 3.596
O -1.241 0.230 -1.271
H 3.288 -0.952 0.675
H 2.504 0.207 2.559
H -1.454 0.894 1.584
H 1.140 -1.870 -2.162
H 2.445 -0.649 -2.661
H 2.698 -2.157 -1.766
H -2.641 1.839 -0.860
H -0.914 2.260 -1.318
H -1.899 1.652 -2.569
H -2.985 -0.315 -1.852
H -2.063 -1.696 -1.578
H -2.560 -0.871 -0.069
*
```



[8]
C9H12NP | ωB97M-V/def2-TZVPD

Molar mass = 165.18 Da
Kohn-Sham gap = 0.3148 Ha
HOMO = -0.30360 Eh
ΔE to the lowest compared entry with this formula, charge and spin = 297.4 kJ/mol
LUMO energy = 0.30 eV

Structure (ORCA input):
```
! wB97M-V def2-TZVPD RIJCOSX def2/J DEFGRID3
* xyz 0 1
C 2.171 -1.959 2.190
C 1.437 -2.560 1.202
C 2.423 -0.589 2.022
C 0.892 -1.948 0.137
C 1.893 0.087 0.928
C 1.208 -0.550 -0.015
C -1.209 1.137 -1.266
C -1.680 0.376 0.003
C -2.464 1.606 -2.055
N -0.223 2.092 -1.023
P 0.392 0.892 -2.021
H 2.678 -2.687 2.861
H 1.191 -3.670 1.271
H 3.143 0.018 2.635
H 0.282 -2.383 -0.612
H 1.988 1.207 0.841
H -2.056 -0.605 -0.196
H -2.359 1.143 0.409
H -0.804 0.278 0.752
H -3.145 0.720 -1.944
H -2.486 1.864 -3.128
H -2.766 2.484 -1.511
H -0.506 3.047 -1.479
*
```



[9]
C9H12O | ωB97M-V/def2-TZVPD

Molar mass = 136.19 Da
Kohn-Sham gap = 0.3400 Ha
HOMO = -0.30653 Eh
ΔE to the lowest compared entry with this formula, charge and spin = 309.2 kJ/mol
LUMO energy = 0.91 eV

Structure (ORCA input):
```
! wB97M-V def2-TZVPD RIJCOSX def2/J DEFGRID3
* xyz 0 1
C -1.565 1.972 1.324
C -0.630 2.713 1.980
C -0.715 1.140 0.532
C 0.495 1.535 0.738
C 1.130 0.386 -0.017
C -0.363 -0.059 -0.328
C 1.999 -0.515 0.786
C -0.758 -1.481 0.104
C -0.722 0.225 -1.820
O 0.667 2.431 1.647
H -2.645 1.814 1.521
H -0.704 3.583 2.551
H 1.616 0.697 -1.017
H 1.364 -0.814 1.567
H 3.015 -0.075 0.952
H 2.150 -1.451 0.276
H -0.660 -2.138 -0.769
H -1.816 -1.520 0.276
H -0.021 -1.860 0.924
H -0.205 -0.523 -2.393
H -0.573 1.267 -2.073
H -1.776 -0.061 -2.082
*
```



[10]
C9H12S2Si | ωB97M-V/def2-TZVPD

Molar mass = 212.42 Da
Kohn-Sham gap = 0.2344 Ha
HOMO = -0.24214 Eh
ΔE to the lowest compared entry with this formula, charge and spin = 26.6 kJ/mol
LUMO energy = -0.21 eV

Structure (ORCA input):
```
! wB97M-V def2-TZVPD RIJCOSX def2/J DEFGRID3
* xyz 0 1
C -1.391 3.104 -1.441
C -0.084 3.317 -1.026
C -2.204 2.153 -0.839
C 0.509 2.400 -0.143
C -1.587 1.285 0.142
C -0.212 1.355 0.423
C 0.514 -3.070 1.196
C 0.489 -1.885 -0.824
C 1.170 -3.110 -0.256
Si 0.505 0.045 1.603
S -0.609 -1.679 0.651
S 2.882 -2.782 -0.235
H -1.657 3.830 -2.201
H 0.409 4.104 -1.507
H -3.288 2.100 -0.994
H 1.589 2.362 0.143
H -2.276 0.634 0.749
H -0.101 -3.966 1.622
H 1.218 -2.632 1.833
H 1.308 -1.178 -0.641
H -0.055 -1.912 -1.756
H 0.923 -3.968 -0.907
H 1.862 -0.373 1.457
H 0.085 -0.135 2.953
*
```



[11]
C9H13BrO2 | ωB97M-V/def2-TZVPD

Molar mass = 233.10 Da
Kohn-Sham gap = 0.3514 Ha
HOMO = -0.31928 Eh
LUMO energy = 0.87 eV

Structure (ORCA input):
```
! wB97M-V def2-TZVPD RIJCOSX def2/J DEFGRID3
* xyz 0 1
C -2.770 2.363 -0.164
C -1.573 1.483 0.012
C -1.522 0.145 0.130
Br -2.996 -1.016 0.128
C 0.072 -0.450 0.136
C 0.793 0.927 0.383
C -0.070 2.042 -0.110
C 0.502 -0.989 -1.239
O 1.749 -1.535 -1.082
C 1.826 -2.539 -0.096
C 1.519 -1.935 1.308
O 0.189 -1.423 1.109
H -3.390 1.951 -0.973
H -2.439 3.405 -0.452
H -3.315 2.567 0.747
H 1.705 0.870 -0.310
H 1.061 0.965 1.472
H 0.042 2.256 -1.192
H 0.269 2.885 0.451
H -0.197 -1.824 -1.369
H 0.534 -0.227 -2.065
H 2.823 -2.882 -0.065
H 1.293 -3.436 -0.419
H 1.722 -2.544 2.162
H 2.174 -1.059 1.497
*
```



[12]
C9H13Cl19 | ωB97M-V/def2-TZVPD

Molar mass = 794.81 Da
Kohn-Sham gap = 0.4069 Ha
HOMO = -0.39652 Eh
ΔE to the lowest compared entry with this formula, charge and spin = 0.0 kJ/mol
LUMO energy = 0.28 eV

Structure (ORCA input):
```
! wB97M-V def2-TZVPD RIJCOSX def2/J DEFGRID3
* xyz 0 1
Cl -15.056 -20.966 29.230
C -14.205 -22.478 28.903
Cl -15.261 -23.886 29.023
Cl -12.838 -22.668 29.991
H -13.842 -22.500 27.883
Cl -10.881 -19.353 30.673
C -9.513 -18.356 30.197
Cl -9.800 -17.503 28.676
Cl -8.016 -19.321 30.068
H -9.343 -17.633 30.982
Cl -7.551 -24.303 26.999
C -9.146 -23.730 27.487
Cl -9.054 -22.513 28.761
Cl -10.142 -25.104 28.039
H -9.614 -23.276 26.623
Cl -7.153 -19.178 23.621
C -6.451 -19.545 25.193
Cl -7.207 -18.537 26.450
Cl -4.710 -19.219 25.169
H -6.572 -20.592 25.438
Cl -8.961 -24.259 20.402
C -9.650 -23.696 21.950
Cl -10.044 -25.054 22.987
Cl -11.062 -22.657 21.682
H -8.872 -23.104 22.408
Cl -10.271 -16.735 23.826
C -10.413 -14.990 23.450
C -11.121 -14.770 22.140
Cl -12.885 -15.003 22.253
H -9.426 -14.539 23.399
H -10.996 -14.558 24.257
H -10.732 -15.332 21.292
H -10.972 -13.741 21.798
Cl -11.653 -20.987 27.063
C -10.925 -19.727 26.016
C -10.700 -20.231 24.601
Cl -9.484 -21.540 24.612
H -9.986 -19.463 26.482
H -11.649 -18.918 25.997
H -10.298 -19.431 23.984
H -11.650 -20.558 24.187
*
```